# 1
# C36H62O34Rb

A molecular structure, C36H62O34Rb at a distorted geometry (the ωB97M-V functional and the def2-TZVPD basis, the OMol25 dataset).

As for the charge: -1. The HOMO-LUMO gap is 4.40 eV. As for the spin multiplicity: 1. As for the LUMO energy: 1.5 eV.

Positions of all 133 atoms, in Å:
O 3.145 4.112 -2.311
C -1.968 -0.383 3.854
H 1.141 6.923 0.425
O -1.757 -0.283 2.652
C -3.159 -2.460 3.850
H -9.004 -0.858 -0.814
C -3.453 -3.264 -4.396
C -0.201 0.539 -4.448
H -3.202 -0.964 -2.921
C -0.115 -4.491 -0.369
H 0.081 -0.383 -4.936
H 4.137 4.398 3.671
C -0.458 1.608 -5.282
O -8.129 0.943 -1.447
O -3.623 -1.979 -4.704
H 6.292 1.495 0.938
C -4.484 -4.418 0.726
H 2.349 -0.771 -3.092
O 5.413 -2.949 0.903
O -6.265 -0.245 -0.896
O 4.223 2.295 3.596
H 3.448 -3.477 0.521
H 4.431 4.757 -5.855
O 7.460 -2.424 1.076
O -4.216 -5.322 1.719
H -2.702 -2.921 2.975
H -6.028 -6.378 1.790
C -6.863 0.756 -1.242
H -4.921 -1.356 -3.266
H 4.823 -1.733 4.822
H 3.905 -3.375 2.162
Rb -0.102 0.663 0.408
C -1.141 2.858 -4.825
C 2.143 3.229 -1.886
O -0.071 1.421 -6.529
H 4.088 6.427 -5.228
O 4.533 0.307 4.371
H -3.134 -3.178 4.669
H -4.795 3.371 -0.977
C -3.963 -1.058 -3.695
C -3.330 -5.365 -5.490
H 1.972 -1.389 -1.497
H -0.560 7.125 -0.116
C 3.338 4.324 -3.661
H -3.184 -1.504 0.260
C -4.950 -6.477 1.915
H -0.801 -5.306 -0.598
O -0.311 -4.323 0.992
H 3.239 -1.425 4.352
O -5.477 -4.453 -0.032
C 0.213 -3.272 1.629
H -2.684 -2.506 -1.020
H 8.759 -1.673 2.663
O 0.024 3.284 1.435
O 6.145 -2.405 3.003
H -9.996 0.129 -1.815
H 0.746 5.772 4.255
C 0.334 6.503 -0.175
C 0.186 5.029 3.687
H 0.921 -4.720 -0.621
C 0.588 -2.604 3.869
H -1.951 3.987 -3.176
O -2.551 -1.321 4.424
C -1.626 3.022 -3.536
H 0.573 6.563 -1.237
O 0.829 -2.345 1.148
O 5.076 0.691 -0.522
O -3.310 -3.954 -5.573
C 4.060 -0.958 4.896
O 2.401 1.243 4.510
H -2.970 -5.758 -6.441
O -2.001 1.890 -1.455
H 0.285 -2.924 4.866
C 3.558 3.516 3.399
C 2.779 -1.261 -2.218
H -4.352 -5.689 -5.299
C -0.772 1.637 4.614
O -3.422 -3.783 -3.238
H 3.110 -2.293 -2.331
H 0.604 4.071 3.996
O -1.615 0.556 4.808
O 2.797 0.754 -0.207
H 2.211 2.942 -0.836
H 9.042 -1.324 1.029
C 5.277 1.639 0.566
O 0.421 5.393 2.350
O 2.503 3.944 -4.507
H 3.707 -1.824 1.209
H 5.124 2.675 0.263
H -4.901 -6.779 2.961
H -4.229 -2.289 3.733
C -3.497 -2.382 -0.305
C -0.679 0.563 -3.083
H -4.412 1.808 -1.641
H 2.720 3.480 4.095
H -4.603 -7.284 1.270
H -4.391 -2.231 -0.909
O 4.459 5.033 -3.795
C -4.984 2.304 -0.857
H -8.765 -0.705 -2.595
H -0.070 1.702 5.446
C -1.504 1.892 -2.602
H -1.387 2.531 4.720
O -1.248 3.895 -5.568
H -4.639 1.956 0.116
O -0.090 -3.432 2.957
H 4.643 1.371 1.411
C 0.157 4.474 1.310
H 1.645 -2.831 3.732
O 0.120 5.121 0.127
H 5.744 5.748 -5.245
H 9.435 -2.930 1.611
H -0.563 -3.608 -0.826
O -3.544 -3.426 0.730
C 4.033 -2.864 1.207
C 3.614 1.287 4.210
H -4.026 -0.066 -4.142
H 3.187 3.632 2.381
C -8.960 -0.176 -1.663
O 3.916 -0.607 -1.664
H -0.858 5.136 3.979
O -6.360 2.070 -1.110
H 3.600 -0.930 5.884
O -0.575 -0.386 -2.264
C 6.340 -2.658 1.800
H -0.173 1.580 3.705
H -2.771 -5.771 -4.647
H 1.276 3.882 -1.787
C 8.697 -2.131 1.676
H 1.968 2.443 -2.621
H 0.359 -1.564 3.637
C 3.815 0.357 -0.804
C 4.685 5.522 -5.121

***

# 2
# C36H63Cl3F3NO8

3 unconnected molecules or ions with the total composition C36H63Cl3F3NO8 at a distorted geometry (the ωB97M-V functional and the def2-TZVPD basis, the OMol25 dataset).

As for the charge: 0. Its SMILES is CCCCCCCCCCCCCCCCCC[C@H]1[C@](Cl)(CC(=O)Cl)NC(=O)[C@@]1(CCCCl)C(F)(F)F.CCOC(=O)OC.CCOC(=O)OC. The HOMO-LUMO gap is 9.76 eV. As for the spin multiplicity: 1. As for the LUMO energy: -0.3 eV.

Positions of all 114 atoms, in Å:
H 0.984 3.366 3.485
H 3.743 -1.323 -2.923
Cl -0.407 0.250 -3.393
C -1.887 1.193 3.955
C -3.146 5.989 -6.618
H 0.131 3.064 6.362
F 5.889 0.884 -0.713
H -2.123 1.504 -4.439
H 2.557 2.938 6.688
H -3.822 0.944 -4.577
F 4.080 2.195 -1.146
H -7.988 -2.562 -3.219
H -2.515 0.055 -5.376
C -2.865 1.049 -5.094
C 5.468 -1.304 4.225
H -2.825 1.707 3.541
C 5.947 -0.911 5.706
H -1.893 1.339 5.091
C -8.843 -2.427 -3.886
C -4.124 5.003 -7.230
O 1.466 -5.056 -2.246
H 6.302 0.058 1.629
H -0.913 2.160 2.196
H 2.620 2.998 4.852
C -9.557 -1.124 -3.580
C 4.270 -1.665 -0.138
H 3.894 -1.587 6.454
H -2.957 5.758 -5.567
H 4.371 -3.306 -2.420
H 1.434 -0.604 -4.822
H -2.183 5.943 -7.132
C 4.685 -0.788 6.736
H 4.718 -2.181 4.248
C 4.708 -1.624 1.404
H -0.008 -3.239 3.128
H 1.942 1.273 -2.401
C 6.226 -1.090 1.645
H -4.032 -0.457 2.693
O -4.023 3.429 -5.047
H 2.051 0.075 5.710
C 2.200 2.388 5.743
H 0.245 1.293 5.685
C 3.668 -0.294 -2.434
C -2.236 -3.186 2.471
H 6.713 -1.659 6.152
C 3.702 -0.296 -0.825
C 2.406 0.462 -3.086
C 0.597 2.384 5.561
H -0.637 3.833 4.220
H -0.465 -4.380 1.656
H -0.928 -0.764 3.469
C 0.114 2.974 4.118
C 2.159 -0.480 -0.324
H 3.277 0.829 4.572
C -6.905 1.922 -5.916
C -0.574 1.789 3.228
H -0.254 -2.560 1.442
H 6.960 -1.610 0.940
H 5.001 -1.035 7.823
H 4.636 -2.622 1.953
O -3.569 3.682 -7.263
H -8.454 -2.435 -4.907
C 4.029 0.679 6.763
H 4.000 -0.889 1.943
H -2.768 -4.142 2.104
H -9.521 -3.275 -3.771
C -2.790 -1.977 1.564
H 4.857 -0.397 3.838
Cl 2.233 -3.857 -4.469
C 6.661 -1.513 3.167
H -2.650 0.252 1.587
H -7.709 2.198 -6.603
H -6.248 1.177 -6.372
F 4.291 1.401 0.974
O -8.645 -0.019 -3.608
H 1.157 -2.216 -0.134
O -2.999 1.823 -6.285
C -0.646 -3.364 2.176
O -7.423 1.423 -4.685
H -3.830 -2.255 1.153
C 1.268 -0.509 -3.680
C 4.487 1.029 -0.403
H 3.489 0.785 7.783
H 7.162 -2.541 3.205
C -2.007 -0.402 3.624
H 4.608 0.289 -2.781
C 3.125 -2.740 -0.585
H -6.318 2.815 -5.698
H 4.793 1.540 6.732
H -9.969 -1.165 -2.569
Cl 2.522 -3.917 0.745
H 2.820 1.056 -3.991
C 3.564 -3.774 -1.732
O 1.396 0.326 0.248
N 1.912 -1.884 -0.772
C 2.864 0.897 5.652
H -2.112 -1.814 0.652
O -8.701 -0.024 -5.883
C -3.583 3.018 -6.095
H 0.253 0.991 3.075
H -10.394 -0.952 -4.262
C 2.375 -4.288 -2.668
C -2.953 -0.570 2.333
H 5.207 -2.132 -0.642
H -3.535 7.007 -6.681
H 7.483 -0.749 3.459
H 1.267 -1.565 -3.253
H -2.481 -3.097 3.586
H -4.323 5.285 -8.266
H 6.488 0.110 5.722
H -5.083 5.007 -6.705
H 4.053 -4.719 -1.277
C -8.305 0.419 -4.831
H -2.402 -0.946 4.553